Below is a 2-piece molecular cluster, C3H3F3 overall in a non-equilibrium geometry, with properties calculated with ωB97M-V/def2-TZVPD.

Output
- Energy relative to the best compared isomer or geometry (same formula, charge and spin): 2.438 eV
- SMILES string: C=C=C(F)F.F
- Kohn-Sham gap: 9.88 eV
- Molar mass: 96.1 g/mol
- DFT total energy: -11309.12036 eV

Atoms and positions in Å:
C: 1.8930 0.5424 -0.0140
C: 3.1164 0.0697 0.0767
C: 0.7190 1.0078 -0.0264
F: -0.9068 -1.9402 -0.2817
F: 3.9420 0.2188 -1.0065
F: 3.5829 -0.6670 1.0746
H: -1.5691 -2.5246 0.2178
H: 0.4083 2.1209 0.2081
H: -0.2056 0.3393 -0.3215

Forces on the atoms, in the same order (eV/Å):
3.21 -1.12 0.79
-1.30 0.63 -1.63
-5.16 1.74 -0.37
-2.56 -2.25 1.91
-0.17 -0.70 1.62
0.47 0.48 -0.60
2.55 2.23 -1.92
0.94 -2.33 -0.24
2.02 1.33 0.44